Run w
# C8H12O

C8H12O in the gas phase (the ωB97M-V functional and the def2-TZVPD basis, the OMol25 dataset).

Each line ends with the natural charge from an NBO analysis.
Geometry (Å):
O: 1.703 -0.767 -0.623  -0.6071
C: 1.610 0.755 0.049  0.2921
C: 0.539 0.046 -0.624  0.2122
C: -0.616 -0.422 0.252  -0.0753
C: 2.593 1.224 0.702  -0.5266
C: -1.403 0.621 0.997  -0.4199
C: 0.123 0.607 -1.978  -0.6243
C: -0.500 -0.325 1.746  -0.4086
C: -1.334 -1.620 -0.331  -0.5994
H: 0.982 1.043 -2.485  0.2242
H: 3.127 0.197 0.427  0.3290
H: -1.857 -1.358 -1.252  0.2066
H: -0.648 1.369 -1.860  0.2165
H: 2.735 2.143 1.232  0.2557
H: -2.069 -1.999 0.377  0.2125
H: -2.473 0.490 1.079  0.2161
H: -0.957 -1.111 2.331  0.2149
H: -1.090 1.655 0.917  0.2132
H: -0.611 -2.406 -0.551  0.2249
H: -0.259 -0.212 -2.585  0.2202
H: 0.407 0.070 2.181  0.2232

Computed properties:
charge: 0
HOMO: -9.6 eV
SMILES string: C=C1O[C@@]1(C)C1(C)CC1

***

Run x
# C8H12O

A molecular structure, C8H12O (the ωB97M-V functional and the def2-TZVPD basis, the OMol25 dataset).

Each line ends with the natural charge from an NBO analysis.
Geometry (Å):
O: 0.026 3.494 -0.311  -0.5304
C: -0.128 -0.133 -0.332  -0.0194
C: 0.137 -0.516 -1.774  -0.2482
C: -0.459 1.347 1.751  -0.6757
C: -0.210 -1.256 0.592  -0.4478
C: -0.037 2.332 -0.744  0.4111
C: -0.928 -0.432 -2.693  -0.3923
C: -0.465 1.069 0.198  -0.1174
C: 1.179 -1.644 1.201  -0.5848
H: 0.642 2.002 1.800  0.2382
H: -0.119 0.363 2.632  0.2245
H: -0.867 -1.265 1.342  0.2222
H: -1.328 2.068 1.944  0.2453
H: 1.464 -0.804 -1.881  0.2579
H: -0.306 -2.087 -0.012  0.2082
H: 1.124 -2.508 1.841  0.2119
H: 1.901 -1.867 0.366  0.2057
H: -0.693 -0.965 -3.601  0.1948
H: -2.355 -0.246 -2.588  0.2449
H: 1.415 -0.738 1.944  0.2000
H: 0.007 1.786 -1.674  0.1513

Computed properties:
charge: 0
HOMO: -9.2 eV

***

Least stable = run x